No. 1
Computed, not measured: a gas-phase ion, C3H5N2OS (charge +1), with the ωB97M-V functional and the def2-TZVPD basis.

The geometry in XYZ format:
```
12
Properties=species:S:1:pos:R:3
C 1.33 1.06 -0.45
C -1.91 -1.17 0.32
C -0.72 -0.32 0.50
N 1.58 -0.21 -0.22
N 0.08 1.48 -0.33
O 0.47 -0.92 0.14
S -1.54 -2.71 -0.02
H 2.23 1.59 -0.90
H -2.82 -0.63 0.40
H -0.73 0.23 1.35
H 2.34 -0.82 -0.31
H -0.31 2.42 -0.48
```

Computed properties:
M ... 117.15 u
Charge ... +1
Orbital gap ... 7.2250 eV
ΔE to the lowest compared entry with this formula, charge and spin ... 446.3 kJ/mol

No. 2
Computed, not measured: a molecular structure, C3H5N2OS, with the ωB97M-V functional and the def2-TZVPD basis.

The geometry in XYZ format:
```
12
Properties=species:S:1:pos:R:3
C -0.37 -1.31 0.05
C 0.97 -1.47 -0.24
C 0.10 1.45 0.10
N -0.92 -0.13 0.69
N 1.33 1.24 -0.10
O -2.18 0.24 0.69
S 2.21 -0.22 0.11
H -1.10 -1.96 -0.31
H 1.30 -2.49 -0.70
H -0.42 2.38 -0.09
H 1.90 2.06 -0.14
H -2.81 0.21 -0.06
```

Computed properties:
M ... 117.15 u
Charge ... +1
Orbital gap ... 8.1087 eV
ΔE to the lowest compared entry with this formula, charge and spin ... 529.4 kJ/mol

No. 3
Computed, not measured: C3H5N2P in the gas phase, with the ωB97M-V functional and the def2-TZVPD basis.

The geometry in XYZ format:
```
11
Properties=species:S:1:pos:R:3
P -0.40 -1.82 0.89
N -0.23 -0.25 0.22
C -0.61 0.04 -1.11
C 0.00 1.26 -1.44
N 0.80 1.64 -0.42
C 0.72 0.85 0.55
H -0.90 -1.54 2.25
H 0.85 -2.16 1.55
H -1.20 -0.69 -1.70
H -0.05 1.70 -2.38
H 1.00 0.97 1.59
```

Computed properties:
SMILES string ... Pn1ccnc1
M ... 100.06 u
Charge ... 0
Orbital gap ... 9.9253 eV
ΔE to the lowest compared entry with this formula, charge and spin ... 52.9 kJ/mol

No. 4
Computed, not measured: a molecular structure, C3H5N2P5, with the ωB97M-V functional and the def2-TZVPD basis.

The geometry in XYZ format:
```
15
Properties=species:S:1:pos:R:3
C 0.81 0.30 1.78
C 0.22 -0.53 2.69
C 0.06 0.08 -1.78
N 1.03 -0.28 0.55
N 0.17 -1.90 2.31
P 1.69 0.21 -0.95
P 3.00 -1.72 -1.11
P -1.38 -0.97 -1.29
P 1.95 -3.15 -0.07
P 0.23 -1.84 0.63
H 0.84 1.39 1.74
H 0.10 -0.33 3.70
H 0.19 -0.11 -2.78
H -0.28 1.17 -1.81
H -1.89 0.11 -0.46
```

Computed properties:
M ... 223.96 u
Charge ... 0
Orbital gap (spin up / spin down) ... 5.3923 / 5.2024 eV
ΔE to the lowest compared entry with this formula, charge and spin ... 98.6 kJ/mol

No. 5
Computed, not measured: C3H5N3 in the gas phase, with the ωB97M-V functional and the def2-TZVPD basis.

The geometry in XYZ format:
```
11
Properties=species:S:1:pos:R:3
N -1.84 -0.27 -0.39
C -0.48 -0.10 -0.07
C 0.08 1.15 0.27
N 1.39 1.18 0.27
N 1.75 -0.06 0.01
C 0.62 -0.92 -0.12
H -2.43 0.35 0.15
H -2.17 -1.22 -0.33
H -0.46 2.01 0.61
H 2.76 -0.13 -0.12
H 0.79 -1.97 -0.26
```

Computed properties:
SMILES string ... Nc1cn[nH]c1
M ... 83.09 u
Charge ... 0
Orbital gap ... 9.3503 eV
ΔE to the lowest compared entry with this formula, charge and spin ... 105.6 kJ/mol

No. 6
Computed, not measured: C3H5N3 in the gas phase, with the ωB97M-V functional and the def2-TZVPD basis.

The geometry in XYZ format:
```
11
Properties=species:S:1:pos:R:3
C -1.47 -0.07 0.00
C 0.01 -0.03 -0.01
C 0.80 1.08 -0.09
N 2.11 0.71 -0.04
N 2.20 -0.57 0.06
N 0.87 -1.06 0.09
H -1.82 0.94 -0.25
H -1.88 -0.77 -0.73
H -1.85 -0.32 0.99
H 0.48 2.11 -0.17
H 0.54 -2.02 0.16
```

Computed properties:
SMILES string ... Cc1cnn[nH]1
M ... 83.09 u
Charge ... 0
Orbital gap ... 10.2396 eV
ΔE to the lowest compared entry with this formula, charge and spin ... 109.7 kJ/mol

No. 7
Computed, not measured: a molecular structure, C3H5N3, with the ωB97M-V functional and the def2-TZVPD basis.

The geometry in XYZ format:
```
11
Properties=species:S:1:pos:R:3
N -1.72 0.29 0.03
C -0.31 -0.04 -0.02
C 0.65 -1.03 -0.14
C 1.82 -0.25 -0.02
N 1.57 1.06 0.16
N 0.25 1.15 0.16
H -2.26 -0.08 0.81
H -2.25 0.15 -0.83
H 0.54 -2.09 -0.29
H 2.85 -0.61 -0.05
H -1.13 1.45 0.19
```

Computed properties:
M ... 83.09 u
Charge ... 0
Orbital gap ... 9.2143 eV
ΔE to the lowest compared entry with this formula, charge and spin ... 289.6 kJ/mol

No. 8
Computed, not measured: C3H5N3 in the gas phase, with the ωB97M-V functional and the def2-TZVPD basis.

The geometry in XYZ format:
```
11
Properties=species:S:1:pos:R:3
N 2.03 -0.26 -0.18
C 0.60 -0.25 0.04
C -0.17 0.95 0.04
C -1.49 0.49 -0.07
N -1.43 -0.89 -0.12
N -0.12 -1.38 -0.02
H 2.61 -1.06 0.31
H 2.50 0.84 -0.06
H 0.12 1.95 0.07
H -2.38 1.11 -0.23
H -2.26 -1.50 0.22
```

Computed properties:
SMILES string ... Nc1cc[nH]n1
M ... 83.09 u
Charge ... 0
Orbital gap ... 9.4402 eV
ΔE to the lowest compared entry with this formula, charge and spin ... 169.6 kJ/mol

No. 9
Computed, not measured: a molecular structure, C3H5N3, with the ωB97M-V functional and the def2-TZVPD basis.

The geometry in XYZ format:
```
11
Properties=species:S:1:pos:R:3
C -0.57 -1.08 -1.12
N 0.41 -0.60 -0.17
C 0.34 0.50 0.55
N 1.58 0.83 0.87
C -0.87 1.20 0.91
N -1.85 1.75 1.20
H -1.58 -0.75 -0.84
H -0.36 -0.72 -2.13
H -0.56 -2.17 -1.13
H 1.69 -0.31 0.15
H 1.78 1.35 1.72
```

Computed properties:
M ... 83.09 u
Charge ... 0
Orbital gap ... 9.6326 eV
ΔE to the lowest compared entry with this formula, charge and spin ... 276.6 kJ/mol

No. 10
Computed, not measured: C3H5N3 in the gas phase, with the ωB97M-V functional and the def2-TZVPD basis.

The geometry in XYZ format:
```
11
Properties=species:S:1:pos:R:3
N -1.87 0.77 -0.45
C -0.59 0.26 -0.16
C 0.44 -0.21 -0.96
N 1.53 -0.40 -0.07
C 1.02 -0.20 1.16
N -0.21 0.25 1.15
H -2.28 1.06 0.44
H -2.51 0.16 -0.93
H 0.50 -0.25 -2.04
H 2.47 -0.76 -0.14
H 1.47 -0.69 2.00
```

Computed properties:
SMILES string ... Nc1c[nH]cn1
M ... 83.09 u
Charge ... 0
Orbital gap ... 9.0001 eV
ΔE to the lowest compared entry with this formula, charge and spin ... 39.7 kJ/mol

No. 11
Computed, not measured: C3H5N3 in the gas phase, with the ωB97M-V functional and the def2-TZVPD basis.

The geometry in XYZ format:
```
11
Properties=species:S:1:pos:R:3
N -1.98 -0.36 0.31
C -0.65 -0.07 -0.01
C 0.14 1.11 -0.01
C 1.44 0.62 -0.02
N 1.36 -0.72 -0.06
N 0.09 -1.16 -0.10
H -2.73 0.08 -0.21
H -1.99 -1.37 0.24
H -0.15 2.15 0.01
H 2.39 1.12 0.05
H 2.08 -1.40 -0.21
```

Computed properties:
SMILES string ... Nc1cc[nH]n1
M ... 83.09 u
Charge ... 0
Orbital gap ... 9.4372 eV
ΔE to the lowest compared entry with this formula, charge and spin ... 67.4 kJ/mol

No. 12
Computed, not measured: C3H5N3 in the gas phase, with the ωB97M-V functional and the def2-TZVPD basis.

The geometry in XYZ format:
```
11
Properties=species:S:1:pos:R:3
H 1.54 -0.62 -1.62
N 1.06 -1.16 -0.91
C 0.76 -0.45 0.09
C 0.58 1.03 0.18
C -0.74 1.11 0.37
N -1.32 -0.23 0.45
N -0.19 -0.97 1.02
H 1.26 1.80 -0.15
H -1.40 1.96 0.33
H -1.19 -0.53 -0.54
H -0.34 -1.95 0.78
```

Computed properties:
SMILES string ... [H]/N=c1\cc[nH][nH]1
M ... 83.09 u
Charge ... 0
Orbital gap ... 10.6234 eV
ΔE to the lowest compared entry with this formula, charge and spin ... 303.4 kJ/mol

Repeat the ninth record exactly.
Computed, not measured: a molecular structure, C3H5N3, with the ωB97M-V functional and the def2-TZVPD basis.

The geometry in XYZ format:
```
11
Properties=species:S:1:pos:R:3
C -0.57 -1.08 -1.12
N 0.41 -0.60 -0.17
C 0.34 0.50 0.55
N 1.58 0.83 0.87
C -0.87 1.20 0.91
N -1.85 1.75 1.20
H -1.58 -0.75 -0.84
H -0.36 -0.72 -2.13
H -0.56 -2.17 -1.13
H 1.69 -0.31 0.15
H 1.78 1.35 1.72
```

Computed properties:
M ... 83.09 u
Charge ... 0
Orbital gap ... 9.6326 eV
ΔE to the lowest compared entry with this formula, charge and spin ... 276.6 kJ/mol

Question: Look up the M of the eighth one.
Answer: 83.09 u

Repeat the fifth record exactly.
Computed, not measured: C3H5N3 in the gas phase, with the ωB97M-V functional and the def2-TZVPD basis.

The geometry in XYZ format:
```
11
Properties=species:S:1:pos:R:3
N -1.84 -0.27 -0.39
C -0.48 -0.10 -0.07
C 0.08 1.15 0.27
N 1.39 1.18 0.27
N 1.75 -0.06 0.01
C 0.62 -0.92 -0.12
H -2.43 0.35 0.15
H -2.17 -1.22 -0.33
H -0.46 2.01 0.61
H 2.76 -0.13 -0.12
H 0.79 -1.97 -0.26
```

Computed properties:
SMILES string ... Nc1cn[nH]c1
M ... 83.09 u
Charge ... 0
Orbital gap ... 9.3503 eV
ΔE to the lowest compared entry with this formula, charge and spin ... 105.6 kJ/mol